The following is a DFT calculation (the ωB97M-V functional and the def2-TZVPD basis) of a single C4H3NO2 molecule.

Computed properties:
- ΔE to the lowest compared entry with this formula, charge and spin (eV) = 2.0750
- SMILES = O=Cc1ccon1
- E_HOMO (eV) = -10.58
- molecular weight (g mol⁻¹) = 97.1

Structure (ORCA input):
```
! RIJCOSX wB97M-V def2-TZVPD def2/J DEFGRID3
* xyz 0 1
O -0.1018 2.3767 -0.8722
C -0.4290 1.7911 0.1327
C -0.1895 0.3498 0.2820
C 0.3981 -0.4613 -0.7137
C 0.4060 -1.6746 -0.1271
O -0.1252 -1.6044 1.1079
N -0.5033 -0.3186 1.3630
H -0.9248 2.3109 0.9632
H 0.7329 -0.1235 -1.6816
H 0.7366 -2.6461 -0.4543
*
```